Entry from the Open Molecules 2025 dataset: a 7-piece molecular cluster, C11H29ClNO9S2 overall in a non-equilibrium geometry (the ωB97M-V functional and the def2-TZVPD basis).

CARTESIAN COORDINATES (ANGSTROEM)
1 Cl 2.975 32.048 -3.984
2 O 2.561 32.438 -5.304
3 O 4.412 32.321 -3.840
4 O 2.204 32.814 -2.915
5 O 2.793 30.628 -3.879
6 C -4.106 34.041 -2.866
7 O -5.424 33.810 -2.609
8 H -3.659 33.225 -3.433
9 H -4.042 34.966 -3.439
10 H -3.638 34.172 -1.891
11 H -5.855 34.668 -2.604
12 C 11.033 33.065 -1.541
13 O 10.217 31.899 -1.810
14 H 11.943 32.943 -0.954
15 H 11.244 33.575 -2.480
16 H 10.369 33.765 -1.034
17 H 9.360 32.252 -2.062
18 C 8.918 36.845 -5.703
19 O 10.026 36.281 -6.356
20 H 8.925 37.893 -6.002
21 H 7.992 36.359 -6.010
22 H 9.132 36.816 -4.635
23 H 9.972 36.600 -7.260
24 N 5.927 36.321 -10.705
25 C 5.273 37.459 -11.141
26 C 5.872 37.911 -12.332
27 C 6.920 37.069 -12.591
28 C 7.007 36.147 -11.557
29 H 5.618 35.755 -9.927
30 H 4.472 37.949 -10.606
31 H 5.633 38.830 -12.846
32 H 7.650 37.184 -13.378
33 H 7.719 35.351 -11.403
34 C 3.163 26.048 -8.760
35 S 4.851 26.167 -9.539
36 O 4.773 26.039 -11.073
37 C 5.253 27.974 -9.185
38 H 2.750 25.137 -9.195
39 H 2.622 26.906 -9.160
40 H 3.352 26.124 -7.690
41 H 4.524 28.721 -9.497
42 H 6.220 28.226 -9.620
43 H 5.275 28.124 -8.106
44 C 1.811 30.735 3.011
45 S -0.013 30.382 2.656
46 O -0.485 29.082 3.399
47 C -0.790 31.737 3.678
48 H 1.976 31.763 3.332
49 H 2.322 30.478 2.083
50 H 2.017 30.015 3.802
51 H -0.593 32.737 3.291
52 H -0.590 31.702 4.749
53 H -1.851 31.488 3.692

Summary:
Charge = -1
E_HOMO = -5.97 eV
DFT total energy = -2424.61888 hartree
Strongest force on any atom = 3.3 eV/Å

---

Entry from the Open Molecules 2025 dataset: C11H29N2P2RuSe3SiTe as an isolated structure (the ωB97M-V functional and the def2-TZVPD basis).

CARTESIAN COORDINATES (ANGSTROEM)
1 Ru 1.252 -0.334 -0.114
2 Se 3.336 0.609 -0.845
3 Se 3.542 2.858 -1.257
4 Te 1.994 4.029 0.372
5 Se 2.759 3.334 2.505
6 C -2.173 -1.211 0.812
7 P -0.766 -1.521 -0.283
8 C -1.466 -1.372 -1.952
9 C -0.437 -3.320 -0.101
10 C 0.904 -3.680 -0.744
11 P 2.222 -2.522 -0.193
12 C 3.598 -2.899 -1.314
13 C 2.751 -3.198 1.406
14 H -2.990 -1.889 0.562
15 H -2.496 -0.179 0.683
16 H -1.888 -1.363 1.853
17 H -2.252 -2.113 -2.101
18 H -0.691 -1.504 -2.707
19 H -1.875 -0.368 -2.062
20 H -1.258 -3.891 -0.538
21 H -0.418 -3.544 0.969
22 H 0.844 -3.610 -1.833
23 H 1.202 -4.701 -0.499
24 H 3.768 -3.975 -1.358
25 H 4.510 -2.409 -0.970
26 H 3.368 -2.527 -2.312
27 H 3.075 -4.231 1.275
28 H 1.931 -3.162 2.123
29 H 3.564 -2.595 1.808
30 C -3.018 3.333 1.177
31 Si -2.383 3.162 -0.561
32 C -1.796 4.785 -1.244
33 C -3.672 2.397 -1.663
34 C -0.963 1.976 -0.497
35 C -0.019 1.195 -0.439
36 H -3.858 4.029 1.214
37 H -2.245 3.704 1.852
38 H -3.370 2.371 1.559
39 H -2.605 5.518 -1.262
40 H -1.426 4.665 -2.264
41 H -0.991 5.201 -0.636
42 H -4.505 3.087 -1.817
43 H -4.081 1.485 -1.221
44 H -3.262 2.149 -2.644
45 N 2.733 -0.002 2.646
46 N 1.437 0.282 2.094
47 H 2.762 0.306 3.615
48 H 3.393 0.572 2.129
49 H 1.211 1.279 2.124
50 H 0.748 -0.211 2.650

Summary:
Charge = +1
E_HOMO (spin up / spin down) = -10.55 / -11.13 eV
DFT total energy = -9085.23399 hartree
2S+1 = 5
Relative energy (zero: lowest compared OMol25 entry of this formula, charge and spin) = 6.8 kcal per mole
Strongest force on any atom = 0.7 eV/Å
Expectation value of S² = 6.03

---

Entry from the Open Molecules 2025 dataset: C11H29NiO18P3 as an isolated structure in a non-equilibrium geometry (the ωB97M-V functional and the def2-TZVPD basis).

CARTESIAN COORDINATES (ANGSTROEM)
1 Ni 0.929 0.577 -0.300
2 O 1.327 3.548 -2.710
3 C 1.091 2.614 -1.788
4 O 1.881 2.430 -0.862
5 O 0.053 1.887 -1.810
6 H 1.958 4.167 -2.328
7 O 4.404 -1.119 1.499
8 C 3.073 -1.322 1.231
9 O 2.708 -2.508 1.305
10 O 2.343 -0.361 0.904
11 H 4.633 -1.769 2.168
12 C -1.103 5.036 1.430
13 O -0.888 3.741 0.917
14 P -0.638 2.564 1.943
15 O -0.029 1.375 1.292
16 O -2.078 2.325 2.640
17 C -2.298 1.613 3.850
18 O 0.328 3.145 3.102
19 C 1.740 3.325 3.043
20 H -1.109 5.034 2.518
21 H -2.004 5.394 0.932
22 H -0.297 5.672 1.058
23 H -3.311 1.476 4.230
24 H -1.767 2.152 4.635
25 H -1.992 0.565 3.828
26 H 1.986 4.259 2.540
27 H 2.110 2.414 2.571
28 H 2.198 3.392 4.030
29 C -3.867 -2.963 0.255
30 O -2.915 -2.224 -0.436
31 P -2.054 -1.025 0.326
32 O -0.802 -0.633 -0.325
33 O -3.162 0.130 0.535
34 C -3.213 1.118 -0.489
35 O -1.912 -1.618 1.791
36 C -1.072 -2.688 2.226
37 H -4.206 -2.573 1.215
38 H -3.346 -3.901 0.486
39 H -4.675 -3.305 -0.391
40 H -4.223 1.383 -0.805
41 H -2.678 0.795 -1.382
42 H -2.800 2.032 -0.062
43 H -0.761 -3.292 1.372
44 H -1.632 -3.361 2.872
45 H -0.125 -2.391 2.676
46 C 3.506 -3.418 -3.574
47 O 3.131 -2.122 -3.156
48 P 1.628 -1.610 -2.808
49 O 1.546 -0.596 -1.775
50 O 0.802 -2.942 -2.487
51 C 0.972 -3.539 -1.123
52 O 1.151 -1.239 -4.296
53 C 0.555 0.047 -4.654
54 H 4.301 -3.927 -3.030
55 H 3.543 -3.613 -4.647
56 H 2.733 -4.166 -3.349
57 H 2.021 -3.547 -0.829
58 H 0.605 -4.558 -1.214
59 H 0.484 -2.971 -0.337
60 H 0.768 0.908 -4.023
61 H -0.525 -0.011 -4.783
62 H 0.974 0.196 -5.648

Summary:
E_HOMO (spin up / spin down) = -8.08 / -8.05 eV
DFT total energy = -4323.56965 hartree
2S+1 = 3
Relative energy (zero: lowest compared OMol25 entry of this formula, charge and spin) = 0.0 kcal per mole
Strongest force on any atom = 3.6 eV/Å
Expectation value of S² = 2.00

---

Entry from the Open Molecules 2025 dataset: C11H30F3O8S6Zn as an isolated structure in a non-equilibrium geometry (the ωB97M-V functional and the def2-TZVPD basis).

CARTESIAN COORDINATES (ANGSTROEM)
1 Zn 0.090 -0.319 0.103
2 C 3.671 0.360 2.812
3 F 4.473 -0.631 2.407
4 F 4.091 0.849 3.958
5 F 3.733 1.325 1.876
6 S 1.895 -0.245 2.928
7 O 1.487 -0.185 1.515
8 O 1.883 -1.590 3.449
9 O 1.288 0.740 3.812
10 C -2.050 1.459 -3.080
11 S -1.705 -0.327 -2.824
12 O -1.048 -0.442 -1.485
13 C -3.380 -0.941 -2.471
14 H -2.445 1.912 -2.166
15 H -2.718 1.560 -3.935
16 H -1.210 2.137 -3.260
17 H -3.309 -1.920 -2.005
18 H -3.930 -1.091 -3.407
19 H -4.000 -0.264 -1.886
20 C 0.709 3.701 0.418
21 S -0.424 2.745 1.454
22 O -0.732 1.464 0.711
23 C -1.928 3.701 1.148
24 H 1.657 3.171 0.334
25 H 0.803 4.728 0.761
26 H 0.328 3.688 -0.609
27 H -1.692 4.768 1.203
28 H -2.649 3.467 1.929
29 H -2.444 3.567 0.197
30 C 3.037 2.183 -2.518
31 S 2.792 0.552 -1.815
32 O 1.457 0.611 -1.101
33 C 2.533 -0.312 -3.385
34 H 3.342 2.971 -1.838
35 H 2.029 2.342 -2.921
36 H 3.719 2.210 -3.368
37 H 3.509 -0.288 -3.859
38 H 1.752 0.230 -3.926
39 H 2.083 -1.274 -3.154
40 C -3.439 -0.048 2.903
41 S -2.169 -1.336 2.660
42 O -1.435 -0.973 1.405
43 C -1.224 -0.898 4.161
44 H -3.897 -0.226 3.874
45 H -4.161 -0.107 2.096
46 H -2.914 0.902 2.972
47 H -1.995 -0.838 4.932
48 H -0.577 -0.020 4.171
49 H -0.561 -1.711 4.462
50 C 0.366 -3.840 -2.279
51 S 1.312 -3.373 -0.799
52 O 0.615 -2.174 -0.188
53 C 0.797 -4.798 0.156
54 H 0.395 -3.154 -3.127
55 H -0.688 -3.855 -1.990
56 H 0.676 -4.822 -2.633
57 H 0.860 -4.563 1.221
58 H 1.547 -5.579 0.013
59 H -0.201 -5.197 -0.012

Summary:
Charge = +1
E_HOMO = -11.40 eV
DFT total energy = -5506.81526 hartree
Relative energy (zero: lowest compared OMol25 entry of this formula, charge and spin) = 0.0 kcal per mole
Strongest force on any atom = 2.3 eV/Å

---

Entry from the Open Molecules 2025 dataset: a 3-piece molecular cluster, C11H30NO6P2S2 overall in a non-equilibrium geometry (the ωB97M-V functional and the def2-TZVPD basis).

CARTESIAN COORDINATES (ANGSTROEM)
1 C 5.374 0.590 1.683
2 C 5.068 -0.403 0.558
3 O 5.631 -1.454 0.502
4 N 4.044 -0.057 -0.404
5 C 2.732 -0.412 0.180
6 C 1.588 -0.138 -0.813
7 C 0.721 -1.381 -1.070
8 C 0.173 -2.074 0.172
9 P -0.922 -1.054 1.206
10 C -2.039 0.056 0.287
11 P -1.749 1.859 0.616
12 O -2.777 2.380 1.526
13 O -1.753 2.581 -0.823
14 O -0.284 2.055 1.259
15 H 6.372 0.998 1.557
16 H 4.627 1.381 1.749
17 H 5.327 0.023 2.612
18 H 4.083 0.943 -0.576
19 H 2.811 -1.464 0.445
20 H 2.559 0.181 1.091
21 H 2.015 0.206 -1.754
22 H 0.974 0.693 -0.450
23 H 1.320 -2.104 -1.618
24 H -0.095 -1.115 -1.745
25 H 0.945 -2.478 0.828
26 H -0.407 -2.937 -0.167
27 H -0.214 -0.331 2.178
28 H -1.741 -1.926 1.941
29 H -2.024 -0.141 -0.785
30 H -3.049 -0.114 0.659
31 H -2.641 2.473 -1.191
32 H 0.334 2.427 0.614
33 C -4.575 7.329 1.324
34 S -4.835 5.684 0.648
35 O -6.214 5.648 0.097
36 C -4.868 4.826 2.228
37 H -4.562 8.033 0.494
38 H -5.389 7.578 2.004
39 H -3.618 7.360 1.845
40 H -5.659 5.240 2.853
41 H -3.900 4.931 2.717
42 H -5.061 3.774 2.036
43 C 1.286 -6.074 -3.995
44 S 0.261 -5.454 -2.660
45 O 0.551 -3.989 -2.540
46 C 1.156 -6.272 -1.333
47 H 0.922 -5.643 -4.925
48 H 2.321 -5.776 -3.830
49 H 1.201 -7.159 -4.037
50 H 2.201 -5.963 -1.349
51 H 1.076 -7.352 -1.458
52 H 0.700 -5.984 -0.388

Summary:
Charge = +1
E_HOMO = -10.45 eV
DFT total energy = -2422.16845 hartree
Strongest force on any atom = 2.1 eV/Å

---

Entry from the Open Molecules 2025 dataset: C11H32BF2NO6SSi2 as an isolated structure in a non-equilibrium geometry (the ωB97M-V functional and the def2-TZVPD basis).

CARTESIAN COORDINATES (ANGSTROEM)
1 C 1.092 2.483 -1.578
2 C 1.355 1.346 -2.562
3 F 2.129 1.869 -3.624
4 C 2.139 0.169 -1.985
5 Si 1.021 -1.055 -1.078
6 C 0.025 -0.109 0.218
7 C -0.565 -0.911 1.363
8 F 0.383 -1.760 1.945
9 O 1.865 -2.354 -0.457
10 Si 3.468 -2.390 -0.099
11 S 4.028 -4.467 -0.161
12 C 3.780 -1.652 1.592
13 C 4.400 -0.254 1.488
14 C 3.725 0.880 2.146
15 O 5.001 0.264 2.630
16 B -0.246 -1.830 -2.470
17 N 0.077 -3.023 -3.275
18 O -1.449 -1.220 -2.676
19 H 1.393 3.426 -2.029
20 H 1.667 2.342 -0.661
21 H 0.043 2.537 -1.288
22 H 0.422 1.008 -3.021
23 H 2.940 0.581 -1.365
24 H 2.598 -0.349 -2.833
25 H -0.824 0.295 -0.342
26 H 0.562 0.755 0.614
27 H -1.429 -1.501 1.053
28 H -0.906 -0.239 2.156
29 H 4.310 -1.704 -1.103
30 H 5.170 -4.330 -0.844
31 H 4.489 -2.277 2.137
32 H 2.848 -1.560 2.149
33 H 4.903 -0.011 0.552
34 H 3.917 1.900 1.840
35 H 3.023 0.678 2.944
36 H 0.163 -3.833 -2.664
37 H 0.995 -2.947 -3.706
38 H -1.835 -1.530 -3.510
39 C -3.094 1.696 -0.562
40 O -2.528 2.878 -0.014
41 H -2.709 1.586 -1.575
42 H -2.819 0.811 0.017
43 H -4.186 1.760 -0.607
44 H -2.855 2.973 0.888
45 C -3.499 2.942 4.271
46 O -2.851 3.416 3.094
47 H -3.075 1.968 4.499
48 H -3.322 3.611 5.117
49 H -4.576 2.833 4.121
50 H -3.208 4.286 2.889
51 C -5.001 -1.529 -0.598
52 O -3.704 -1.837 -0.101
53 H -5.524 -0.984 0.184
54 H -4.931 -0.898 -1.489
55 H -5.568 -2.431 -0.840
56 H -3.225 -2.307 -0.790

Summary:
E_HOMO = -9.20 eV
DFT total energy = -2146.37864 hartree
Strongest force on any atom = 2.2 eV/Å

---

Entry from the Open Molecules 2025 dataset: C11H32O11SV as an isolated structure in a non-equilibrium geometry (the ωB97M-V functional and the def2-TZVPD basis).

CARTESIAN COORDINATES (ANGSTROEM)
1 O 0.312 0.169 -1.856
2 V 0.662 0.248 -0.280
3 O 0.398 -1.206 0.341
4 S 1.717 2.160 2.380
5 O 0.761 2.806 3.265
6 O 2.996 1.974 2.985
7 O 1.244 1.053 1.621
8 O 2.240 3.200 1.535
9 C -2.164 1.512 1.146
10 O -1.564 0.882 0.002
11 H -1.452 1.523 1.971
12 H -2.503 2.507 0.859
13 H -3.004 0.870 1.413
14 H -2.204 1.060 -0.691
15 C 3.565 -0.411 -2.027
16 O 2.917 -0.223 -0.794
17 H 4.028 -1.384 -2.191
18 H 2.884 -0.127 -2.830
19 H 4.375 0.315 -2.094
20 H 3.596 -0.228 -0.116
21 C 1.033 -2.805 4.657
22 C -0.201 -2.053 4.954
23 C -1.050 -1.696 3.752
24 O -1.038 -2.721 5.851
25 H 1.652 -2.416 3.850
26 H 0.743 -3.813 4.360
27 H 1.600 -2.815 5.588
28 H 0.039 -1.081 5.384
29 H -1.474 -2.565 3.249
30 H -0.551 -1.000 3.078
31 H -1.918 -1.159 4.133
32 H -1.594 -2.063 6.275
33 C -1.949 -4.536 -3.435
34 C -2.479 -3.119 -3.557
35 C -1.420 -2.078 -3.197
36 O -2.956 -2.909 -4.880
37 H -2.722 -5.258 -3.698
38 H -1.754 -4.830 -2.403
39 H -1.055 -4.795 -4.003
40 H -3.321 -2.984 -2.877
41 H -1.906 -1.116 -3.041
42 H -0.681 -1.947 -3.987
43 H -0.904 -2.336 -2.272
44 H -3.247 -1.994 -4.854
45 C -0.373 4.184 -0.844
46 C 0.639 3.419 -1.690
47 C 1.606 4.424 -2.243
48 O 1.238 2.460 -0.843
49 H 0.011 4.797 -0.029
50 H -1.114 3.464 -0.496
51 H -0.903 4.837 -1.538
52 H 0.234 2.804 -2.493
53 H 1.900 5.185 -1.519
54 H 1.035 4.898 -3.040
55 H 2.462 3.919 -2.692
56 H 1.612 2.997 -0.141

Summary:
Charge = -1
E_HOMO = -3.32 eV
DFT total energy = -2608.15579 hartree
Relative energy (zero: lowest compared OMol25 entry of this formula, charge and spin) = 46.2 kcal per mole
Strongest force on any atom = 8.9 eV/Å

---

Entry from the Open Molecules 2025 dataset: C11H33F13N3O27S7Y2 as an isolated structure in a non-equilibrium geometry (the ωB97M-V functional and the def2-TZVPD basis).

CARTESIAN COORDINATES (ANGSTROEM)
1 Y -3.088 0.243 2.347
2 Y 1.982 -2.665 2.603
3 C -2.004 -3.909 4.812
4 F -3.267 -4.096 5.141
5 F -1.409 -3.128 5.689
6 F -1.408 -5.129 4.779
7 S -1.821 -3.170 3.026
8 O -2.454 -1.844 3.041
9 O -0.352 -3.069 2.751
10 O -2.361 -4.239 2.218
11 C 0.094 0.417 -1.279
12 F 1.272 0.173 -1.846
13 F -0.053 1.598 -0.818
14 F -0.802 0.295 -2.260
15 S -0.376 -1.030 0.071
16 O -0.898 -2.125 -0.686
17 O 0.799 -1.308 0.950
18 O -1.505 -0.416 0.819
19 C 0.279 0.334 6.284
20 F -0.552 -0.562 6.714
21 F -0.210 1.577 6.591
22 F 1.545 0.079 6.725
23 S 0.236 0.119 4.258
24 O 1.092 1.201 3.644
25 O 0.786 -1.189 3.918
26 O -1.197 0.099 3.769
27 N -4.444 1.509 1.197
28 S -5.680 2.439 1.197
29 O -6.985 1.910 0.797
30 O -5.351 3.868 1.274
31 F -5.774 2.087 2.868
32 S -4.285 1.828 -0.516
33 O -3.776 3.176 -0.948
34 O -5.316 1.366 -1.398
35 F -3.100 0.715 -0.789
36 N 3.449 -1.158 2.038
37 S 4.286 -0.005 2.738
38 O 3.644 1.295 2.783
39 O 5.775 -0.047 2.750
40 F 3.844 -0.314 4.268
41 S 4.093 -0.646 0.506
42 O 5.455 -0.875 0.130
43 O 3.406 0.499 -0.088
44 F 3.279 -1.878 -0.279
45 O 1.554 -4.138 0.776
46 H 0.826 -4.746 0.648
47 H 2.225 -4.433 0.160
48 O -1.666 2.124 1.995
49 H -1.633 2.910 2.540
50 H -0.859 2.154 1.481
51 O 1.020 2.634 1.550
52 H 1.716 2.247 1.019
53 H 1.101 2.205 2.401
54 O -3.331 -3.500 -0.803
55 H -2.968 -4.380 -0.709
56 H -2.602 -2.974 -1.132
57 O -4.148 -1.295 0.765
58 H -3.806 -1.813 0.037
59 H -5.002 -1.683 0.956
60 C -0.488 4.856 -0.545
61 C -0.878 6.341 -0.455
62 O -0.457 6.845 0.773
63 O 0.916 4.747 -0.282
64 H -0.582 4.416 -1.538
65 H -0.975 4.224 0.198
66 H -1.929 6.407 -0.737
67 H -0.404 6.970 -1.209
68 H 0.498 6.916 0.836
69 H 0.940 4.103 0.429
70 C 1.820 3.654 -3.564
71 C 3.079 4.089 -4.331
72 O 4.115 3.118 -4.453
73 O 1.310 2.428 -4.067
74 H 1.172 4.530 -3.586
75 H 2.048 3.341 -2.545
76 H 3.418 5.068 -3.994
77 H 2.858 4.201 -5.392
78 H 4.314 2.992 -5.384
79 H 2.087 1.866 -4.114
80 C 0.358 -5.346 -2.916
81 C 1.538 -4.419 -3.123
82 C 1.207 -2.917 -3.461
83 O 0.746 -2.707 -4.805
84 C 0.321 -1.316 -5.058
85 N 2.430 -4.579 -1.950
86 H 0.305 -5.676 -1.878
87 H 0.461 -6.222 -3.557
88 H -0.510 -4.816 -3.307
89 H 1.907 -4.820 -4.067
90 H 2.028 -2.247 -3.207
91 H 0.588 -2.562 -2.638
92 H 1.231 -0.727 -4.937
93 H -0.331 -0.912 -4.284
94 H -0.069 -1.104 -6.054
95 H 3.372 -4.498 -2.304
96 H 2.282 -5.578 -1.965

Summary:
E_HOMO (spin up / spin down) = -5.54 / -9.78 eV
DFT total energy = -6796.85206 hartree
2S+1 = 2
Strongest force on any atom = 10.5 eV/Å
Expectation value of S² = 0.75